Entry from the OMol25 dataset: a 7-piece molecular cluster, C27H57BNO13S6 overall (ωB97M-V with the def2-TZVPD basis set).

Structure (XYZ):
```
105
Properties=species:S:1:pos:R:3:lowdin_charge:R:1
C 1.9735 0.7259 -3.9736 -0.140
C 1.6905 -0.7674 -4.2095 -0.373
C 0.3482 -1.2711 -3.6238 -0.160
B -0.8278 -0.5365 -4.2745 -0.722
N -1.7983 0.2712 -3.4629 0.120
O -1.1104 -0.5009 -5.6864 0.016
H 1.0826 1.3561 -4.1138 0.044
H 2.7077 1.0653 -4.7178 0.055
H 2.3565 0.9518 -2.9745 0.029
H 1.7675 -0.9460 -5.3036 0.075
H 2.4936 -1.3331 -3.7256 0.066
H 0.2774 -2.3328 -3.9439 0.013
H -2.5596 -0.2905 -3.0946 0.040
H -1.2732 0.6420 -2.6782 0.047
H -0.9834 0.3886 -6.0417 0.065
C 3.3718 -0.9019 1.9427 -0.223
C 3.5136 0.6226 2.0584 -0.231
C 3.3959 1.1971 0.6406 -0.212
S 2.3598 0.0444 -0.2882 0.641
O 3.1774 -0.5586 -1.3070 -0.320
O 1.0995 0.6742 -0.5666 -0.324
C 2.1699 -1.1454 1.0388 -0.229
H 3.2370 -1.3663 2.9203 0.104
H 4.2691 -1.3285 1.4858 0.114
H 2.7180 1.0127 2.6816 0.079
H 4.4585 0.9050 2.5215 0.111
H 2.9247 2.1772 0.6292 0.088
H 4.3615 1.2434 0.1395 0.099
H 2.1271 -2.1436 0.6096 0.104
H 1.2356 -0.9156 1.5508 0.104
C -3.4889 -3.9203 -5.9386 -0.209
C -4.9346 -4.4377 -5.9695 -0.220
C -5.5917 -4.0279 -4.6467 -0.221
S -4.7405 -2.5248 -4.1168 0.664
O -4.0336 -2.8051 -2.8901 -0.322
O -5.6459 -1.4052 -4.1999 -0.329
C -3.5627 -2.4775 -5.4545 -0.217
H -3.0142 -3.9811 -6.9165 0.117
H -2.8968 -4.5147 -5.2394 0.123
H -5.4685 -3.9785 -6.8046 0.112
H -4.9766 -5.5180 -6.1078 0.109
H -6.6510 -3.8064 -4.7517 0.096
H -5.4462 -4.7798 -3.8725 0.097
H -2.6118 -2.0940 -5.0935 0.078
H -3.9640 -1.8150 -6.2202 0.117
C 3.0525 5.8820 5.4633 -0.220
C 1.6475 5.3926 5.8398 -0.214
C 1.1820 4.4386 4.7338 -0.210
S 2.6752 3.7092 4.0374 0.681
O 2.8084 4.1410 2.6683 -0.308
O 2.7513 2.3179 4.3895 -0.345
C 3.8280 4.6373 5.0472 -0.223
H 3.5386 6.3943 6.2928 0.112
H 2.9907 6.5799 4.6251 0.118
H 1.6928 4.8591 6.7912 0.116
H 0.9499 6.2209 5.9595 0.111
H 0.5532 3.6363 5.1110 0.103
H 0.6703 4.9630 3.9290 0.104
H 4.7203 4.8488 4.4621 0.108
H 4.0761 4.0154 5.9088 0.091
C -3.8179 -4.6651 2.0526 -0.227
C -4.1440 -3.9157 0.7537 -0.208
C -3.5600 -4.7286 -0.4048 -0.221
S -3.5447 -6.4402 0.1392 0.662
O -2.1833 -6.9012 0.2529 -0.325
O -4.5180 -7.2069 -0.6029 -0.341
C -4.1734 -6.1243 1.7913 -0.241
H -4.3722 -4.2664 2.9021 0.110
H -2.7520 -4.5764 2.2736 0.118
H -5.2275 -3.8359 0.6409 0.117
H -3.7398 -2.9052 0.7545 0.119
H -4.1580 -4.6500 -1.3069 0.073
H -2.5331 -4.4392 -0.6226 0.115
H -3.7155 -6.8251 2.4858 0.101
H -5.2529 -6.2726 1.7648 0.102
C 4.4388 -1.7628 7.8876 -0.221
C 5.7610 -1.0122 8.0980 -0.216
C 5.7463 0.2096 7.1721 -0.215
S 4.0122 0.6476 6.9445 0.665
O 3.6589 0.4529 5.5697 -0.315
O 3.7418 1.9035 7.6070 -0.333
C 3.3453 -0.7009 7.9190 -0.227
H 4.2778 -2.5211 8.6527 0.114
H 4.4448 -2.2606 6.9156 0.120
H 5.8325 -0.6868 9.1380 0.114
H 6.6226 -1.6462 7.8933 0.112
H 6.2684 1.0629 7.5977 0.100
H 6.1509 -0.0196 6.1881 0.105
H 2.4045 -1.0217 7.4778 0.109
H 3.1791 -0.3288 8.9299 0.105
C -2.4592 3.3129 -4.9937 -0.226
C -1.1802 4.0416 -4.5686 -0.206
C -1.0497 5.2924 -5.4487 -0.222
S -2.7273 5.7582 -5.9090 0.659
O -2.8787 5.6128 -7.3381 -0.337
O -3.0852 7.0007 -5.2639 -0.347
C -3.5373 4.3867 -5.0951 -0.233
H -2.7237 2.5290 -4.2849 0.092
H -2.3116 2.8415 -5.9682 0.117
H -1.2593 4.3337 -3.5196 0.119
H -0.3038 3.4021 -4.6624 0.104
H -0.5912 6.1287 -4.9265 0.097
H -0.5060 5.0873 -6.3691 0.101
H -4.4056 4.0870 -5.6774 0.105
H -3.8476 4.7326 -4.1090 0.105
```

Properties
- DFT total energy: -122716.913 eV
- Gap between HOMO and LUMO: 0.097 Eh
- Charge: -1